The following is a quantum chemistry calculation of C13H24InN4OS as an isolated structure, from the Open Molecules 2025 dataset.

Positions of all 44 atoms, in Å:
In 0.7736 0.0748 -0.8634
S 3.8470 -1.8763 0.2748
O 2.3910 -1.4340 0.3906
N -1.1498 1.5281 -0.3224
N 0.4927 0.3647 1.5772
N -0.3704 -1.8106 -0.3408
N -1.1024 -0.0984 -2.5637
C -2.8495 2.9264 -1.1563
C -2.9566 3.5193 0.1399
C -0.2860 1.5397 1.9365
C -0.1325 -0.9405 1.9769
C -2.2158 3.0077 1.1658
C 4.7448 -0.5563 -0.5207
C -1.2758 -2.3280 -1.3362
C -1.3103 1.9844 0.9013
C -1.9836 -1.2391 -2.1506
C 4.4055 -1.6066 2.0796
C -1.9977 1.8602 -1.3111
C -1.0975 -1.4898 0.9187
C -1.7781 1.1933 -2.6250
H 4.7850 0.3470 0.1264
H 0.4160 2.4194 2.0747
H -0.7092 -2.9083 -1.9546
H 5.4626 -1.6058 2.0073
H -2.3019 3.3604 2.1592
H -0.6971 -0.8605 2.9870
H 4.0855 -2.5112 2.5407
H 3.8797 -0.7281 2.5361
H -3.3738 3.4173 -1.9855
H -2.8883 -0.9666 -1.5432
H 0.6891 -1.6378 2.0753
H -2.4944 -1.7747 -2.9507
H -1.9830 -3.1397 -0.9743
H 1.4647 0.3569 1.8548
H -0.9152 1.4232 2.8999
H -1.9002 -0.8068 0.6475
H 5.7399 -0.9242 -0.6731
H -3.6224 4.3407 0.4091
H -0.7791 -0.2599 -3.5499
H -1.2630 1.8862 -3.4228
H -1.6390 -2.3724 1.2586
H 4.1863 -0.3920 -1.4821
H 0.4307 -2.4273 -0.0739
H -2.7217 1.1452 -3.1377

For the frontier orbital gap, the calculation gives 5.4428 eV. For the relative energy (zero: lowest compared OMol25 entry of this formula, charge and spin), the calculation gives 0.0 kcal per mole. Its charge is +3. As for the spin multiplicity: 1.